70
Properties=species:S:1:pos:R:3 method="wB97M-V/def2-TZVPD" charge=-1 e_homo_ev=-0.5305
C 4.871 -6.005 3.501
C 3.480 -6.009 2.806
C 3.347 -4.948 1.680
C 2.721 -3.624 2.195
C 1.855 -2.914 1.131
C 0.364 -2.617 1.465
C -0.042 -2.492 2.945
C -1.028 -3.603 3.363
C -0.358 -4.961 3.589
C -1.313 -6.133 3.279
C -1.235 -6.447 1.775
H 5.376 -6.945 3.233
H 4.712 -6.090 4.589
H 3.332 -6.990 2.322
H 2.670 -5.908 3.536
H 4.362 -4.781 1.331
H 2.708 -5.379 0.900
H 3.558 -2.980 2.456
H 2.202 -3.880 3.112
H 1.857 -3.547 0.243
H 2.335 -1.994 0.807
H 0.123 -1.662 0.992
H -0.278 -3.339 0.963
H 0.808 -2.450 3.621
H -0.593 -1.558 3.082
H -1.739 -3.727 2.543
H -1.570 -3.291 4.255
H -0.067 -5.021 4.638
H 0.502 -5.099 2.945
H -0.925 -7.008 3.799
H -2.334 -5.906 3.584
H -2.107 -6.982 1.402
H -0.362 -7.073 1.594
H -1.057 -5.536 1.209
C 4.064 0.780 -0.044
O 3.997 -0.431 -0.013
N 3.223 1.579 -0.735
C 3.361 3.022 -0.729
C 2.157 0.956 -1.502
H 4.839 1.342 0.509
H 2.463 3.482 -0.330
H 3.529 3.386 -1.746
H 4.214 3.301 -0.109
H 1.514 0.374 -0.840
H 2.583 0.276 -2.242
H 1.568 1.721 -1.997
C 0.628 5.078 -1.481
O 0.548 3.865 -1.450
N -0.195 5.886 -2.170
C -0.037 7.324 -2.166
C -1.279 5.289 -2.943
H 1.413 5.628 -0.928
H -0.937 7.799 -1.769
H 0.135 7.687 -3.183
H 0.811 7.607 -1.546
H -1.927 4.721 -2.290
H -0.861 4.611 -3.690
H -1.852 6.068 -3.437
C -5.256 4.522 -2.996
O -4.099 4.565 -2.625
N -5.800 5.361 -3.902
C -7.187 5.262 -4.308
C -4.959 6.391 -4.484
H -5.971 3.775 -2.613
H -7.252 5.078 -5.382
H -7.713 6.191 -4.075
H -7.672 4.443 -3.781
H -4.113 5.936 -5.000
H -4.570 7.043 -3.700
H -5.539 6.980 -5.190

16
Properties=species:S:1:pos:R:3 method="wB97M-V/def2-TZVPD" e_homo_ev=-9.2832 e_above_lowest_kcal_mol=78.4 smiles="O=CCNCO.O"
O -0.509 2.944 -0.248
C -0.296 1.767 0.003
C -1.345 0.582 0.225
N -1.983 0.072 -0.973
C -1.244 -0.381 -2.043
O -0.068 0.517 -2.646
H 0.788 1.505 0.150
H -0.815 -0.245 0.670
H -1.981 0.929 0.970
H -3.046 0.182 -1.155
H -1.907 -0.525 -2.908
H -0.637 -1.236 -1.725
H -0.542 1.445 -2.388
O 4.879 -2.616 3.827
H 4.652 -2.742 4.761
H 4.054 -2.199 3.480

13
Properties=species:S:1:pos:R:3 method="wB97M-V/def2-TZVPD" charge=-2 e_homo_ev=0.8898 e_above_lowest_kcal_mol=9.8 smiles="C/C([S-])=C(/O)SC(=O)[O-]"
C -0.022 0.592 -0.518
C -0.355 -0.525 0.554
S -1.696 -0.358 1.588
C 0.483 -1.562 0.573
O 0.190 -2.690 1.419
S 1.986 -1.732 -0.287
C 1.676 -1.998 -2.298
O 0.520 -1.898 -2.551
O 2.743 -2.142 -2.858
H -0.988 1.096 -0.603
H 0.454 -0.094 -1.292
H 0.698 1.233 0.026
H -0.866 -2.611 1.530

8
Properties=species:S:1:pos:R:3 method="wB97M-V/def2-TZVPD" charge=-1 e_homo_ev=-4.3154 e_above_lowest_kcal_mol=5.5
O 0.037 0.966 -0.112
H 0.691 1.590 0.217
O 0.150 -0.918 -1.844
H -0.254 -0.187 -2.346
H 0.333 -0.358 -1.019
O -0.292 -0.191 2.047
H -0.473 -1.155 2.044
H -0.192 0.254 1.014

38
Properties=species:S:1:pos:R:3 method="wB97M-V/def2-TZVPD" charge=-2 e_homo_ev=-3.0092
Li -0.269 -0.276 0.010
Cl 1.157 -3.328 0.945
O 0.876 -2.307 -0.037
O 0.619 -2.997 2.283
O 0.468 -4.496 0.495
O 2.588 -3.518 1.139
Cl -2.211 0.823 2.079
O -1.848 1.627 3.238
O -1.275 -0.272 2.020
O -3.583 0.391 2.278
O -1.852 1.437 0.835
Cl -3.173 -2.986 -1.122
O -2.697 -1.745 -0.671
O -4.277 -3.382 -0.220
O -3.667 -2.922 -2.431
O -2.164 -3.985 -1.106
C 3.385 1.078 1.608
C 3.071 2.360 0.875
C 1.736 2.143 0.313
O 1.330 0.803 0.638
C 2.037 0.496 1.876
H 3.942 1.132 2.543
H 3.892 0.471 0.857
H 3.801 2.646 0.118
H 3.045 3.101 1.674
H 1.664 2.306 -0.762
H 0.978 2.710 0.854
H 2.096 -0.578 2.052
H 1.564 0.866 2.786
C -2.048 0.959 -3.154
C -0.648 1.317 -2.566
O -0.156 0.220 -1.920
H -2.776 0.956 -2.343
H -2.067 -0.048 -3.573
H -2.543 1.652 -3.834
H -0.749 2.103 -1.818
H 0.029 1.673 -3.343
H -0.276 -0.429 -2.617

103
Properties=species:S:1:pos:R:3 method="wB97M-V/def2-TZVPD" e_homo_ev=-8.9857
C 2.281 3.057 3.016
C 2.163 3.451 1.399
C 2.357 2.034 0.584
C 1.532 2.001 -0.871
C 2.613 2.153 -2.071
C 0.455 0.792 -0.944
F -0.325 1.082 0.320
C 0.861 -0.779 -0.751
P 2.752 -1.230 -0.898
N 3.535 -0.983 0.534
C -0.220 -1.757 -1.584
C -1.484 -1.805 -0.495
C -2.759 -2.723 -0.896
C -3.877 -2.462 0.329
F -2.587 -4.180 -0.934
O 0.077 -3.175 -1.720
C 0.543 -3.892 -0.576
C 1.582 -5.078 -1.149
N -0.446 -0.910 -2.866
C -1.633 -1.265 -3.744
O -1.852 -2.716 -3.972
C -2.799 -2.862 -5.122
C -2.426 -3.595 -6.545
O -4.058 -2.357 -5.018
C 0.722 -0.736 -3.833
B 1.344 -2.048 -4.565
O 2.542 -2.696 -3.933
O 0.882 -2.664 -5.836
C -0.439 0.552 -2.339
C -1.815 1.402 -2.164
C -1.545 3.056 -2.212
C -1.971 3.792 -0.783
C -1.641 5.411 -0.960
C -3.576 3.687 -0.442
H 3.402 2.725 3.191
H 1.619 2.097 3.255
H 1.921 3.919 3.723
H 1.136 3.948 1.123
H 3.087 4.179 1.198
H 3.530 1.928 0.389
H 2.060 1.151 1.294
H 0.901 3.016 -0.854
H 3.636 1.614 -1.774
H 2.245 1.892 -3.149
H 2.908 3.311 -2.114
H 0.728 -0.914 0.428
H 3.352 -0.529 -2.004
H 2.955 -2.654 -1.175
H 3.923 -1.883 0.894
H -1.117 -2.054 0.614
H -1.956 -0.714 -0.372
H -3.344 -2.411 -1.867
H -3.326 -2.393 1.359
H -4.748 -3.260 0.298
H -4.321 -1.387 0.105
H 1.161 -3.332 0.239
H -0.268 -4.523 0.033
H 1.552 -5.047 -2.320
H 1.167 -6.148 -0.839
H 2.653 -4.968 -0.684
H -2.685 -0.918 -3.297
H -1.600 -0.781 -4.824
H -3.430 -4.101 -6.934
H -1.566 -4.398 -6.452
H -2.167 -2.769 -7.363
H 0.421 -0.006 -4.731
H 1.664 -0.192 -3.339
H 3.207 -2.963 -4.647
H 1.709 -3.057 -6.286
H 0.150 1.315 -3.048
H -2.403 1.246 -1.165
H -2.618 1.239 -3.034
H -0.457 3.336 -2.528
H -2.261 3.546 -3.032
H -1.334 3.427 0.131
H -0.486 5.559 -1.088
H -1.979 6.012 -0.007
H -2.283 5.789 -1.872
H -4.287 3.832 -1.361
H -3.780 2.586 -0.041
H -3.913 4.408 0.445
Cl -6.148 3.847 -0.606
Cs 1.152 -0.132 1.978
B 5.952 3.450 1.103
F 5.402 4.244 2.190
F 5.090 3.560 -0.062
F 7.281 3.938 0.771
F 6.036 2.058 1.514
B 1.111 1.043 9.578
O 0.414 -0.243 9.689
C 0.333 -0.757 8.454
O -0.191 -1.827 8.191
C 0.951 0.137 7.514
O 1.045 -0.038 6.309
O 1.422 1.216 8.155
F 2.338 1.017 10.359
F 0.248 2.121 10.037
Mg -1.248 -1.559 -8.139
B -3.347 -3.062 9.497
F -2.859 -1.736 9.155
F -2.605 -3.572 10.638
F -4.760 -2.987 9.832
F -3.166 -3.954 8.363

140
Properties=species:S:1:pos:R:3 method="wB97M-V/def2-TZVPD" charge=-1 e_homo_ev="0.2174 / -6.2621" s2=0.750 multiplicity=2
C 4.291 -1.174 0.355
C 5.708 -1.583 0.000
C 5.961 -3.068 0.434
O 6.761 -3.193 1.636
C 8.150 -3.374 1.406
N 5.725 -1.431 -1.430
H 3.528 -1.832 -0.061
H 4.126 -0.104 0.228
H 4.166 -1.375 1.419
H 6.324 -0.837 0.502
H 6.352 -3.662 -0.392
H 5.052 -3.598 0.720
H 8.338 -4.400 1.089
H 8.694 -3.198 2.334
H 8.634 -2.680 0.719
H 6.657 -1.641 -1.759
H 5.173 -2.202 -1.778
C -0.465 1.432 -2.326
C 0.293 1.229 -0.978
C -0.510 0.531 0.110
O 0.143 0.363 1.338
C -0.776 0.343 2.445
N 1.508 0.390 -1.232
H 0.149 1.921 -3.081
H -1.317 2.098 -2.190
H -0.695 0.466 -2.775
H 0.706 2.163 -0.595
H -0.863 -0.424 -0.278
H -1.420 1.118 0.235
H -1.580 -0.390 2.389
H -1.282 1.298 2.585
H -0.259 0.230 3.398
H 1.880 0.190 -0.314
H 1.113 -0.458 -1.613
C -5.562 3.571 -1.743
C -5.815 2.217 -2.484
C -4.426 1.672 -2.956
O -4.597 0.456 -3.599
C -3.605 -0.461 -3.448
N -6.592 1.340 -1.603
H -4.789 4.186 -2.204
H -5.243 3.541 -0.702
H -6.505 4.119 -1.723
H -6.385 2.373 -3.400
H -3.814 1.614 -2.055
H -3.937 2.316 -3.687
H -3.259 -0.560 -2.419
H -2.745 -0.054 -3.980
H -3.799 -1.493 -3.739
H -7.422 1.900 -1.468
H -6.959 0.511 -2.048
C -1.164 6.375 -4.490
C -2.476 5.588 -4.865
C -2.238 4.062 -5.207
O -1.329 3.826 -6.242
C -0.977 2.505 -6.325
N -3.438 5.962 -3.809
H -0.791 5.981 -3.545
H -1.467 7.406 -4.311
H -0.391 6.200 -5.239
H -2.892 5.964 -5.800
H -3.198 3.596 -5.427
H -1.748 3.582 -4.361
H -0.299 2.350 -5.486
H -0.401 2.410 -7.245
H -1.756 1.750 -6.222
H -4.224 5.340 -3.931
H -3.103 5.755 -2.879
C 1.273 -1.710 -3.991
C 2.505 -2.139 -4.796
C 2.678 -1.255 -6.118
O 3.468 -2.006 -6.946
C 3.650 -1.308 -8.201
N 3.718 -1.927 -3.980
H 0.492 -1.621 -4.746
H 1.361 -0.747 -3.487
H 0.930 -2.476 -3.296
H 2.351 -3.197 -5.005
H 3.121 -0.275 -5.937
H 1.680 -1.057 -6.509
H 4.239 -1.910 -8.893
H 4.037 -0.291 -8.136
H 2.751 -1.283 -8.817
H 3.799 -0.988 -3.618
H 4.470 -2.136 -4.621
C 0.753 -3.191 4.086
C 2.034 -2.697 3.332
C 3.065 -3.802 2.858
O 3.435 -4.715 3.893
C 4.245 -4.193 4.902
N 1.636 -1.897 2.219
H 0.078 -3.749 3.438
H 0.175 -2.373 4.516
H 1.071 -3.843 4.899
H 2.661 -2.075 3.971
H 3.961 -3.319 2.468
H 2.569 -4.377 2.077
H 3.748 -3.493 5.574
H 5.137 -3.718 4.493
H 4.633 -5.040 5.467
H 0.872 -1.302 2.505
H 1.434 -2.543 1.470
C -3.062 -0.255 5.344
C -3.546 -1.502 6.067
C -4.558 -1.150 7.165
O -4.742 -2.285 7.984
C -5.979 -2.392 8.698
N -4.093 -2.359 5.028
H -2.245 -0.441 4.646
H -2.707 0.608 5.907
H -3.821 0.073 4.634
H -2.632 -1.908 6.501
H -5.497 -0.679 6.872
H -4.160 -0.460 7.909
H -5.879 -3.236 9.381
H -6.851 -2.438 8.046
H -6.132 -1.462 9.245
H -4.496 -3.205 5.403
H -3.407 -2.838 4.462
O -3.038 3.535 1.344
H -3.730 2.875 1.293
H -2.914 3.682 2.281
O 1.684 2.071 4.964
H 2.226 1.385 4.573
H 2.310 2.735 5.253
O 2.548 2.077 1.431
H 2.462 2.925 1.865
H 1.901 2.102 0.726
O -0.499 -3.615 0.506
H -0.813 -3.208 -0.302
H -0.997 -4.430 0.573
O -0.953 2.205 5.305
H -0.027 2.222 5.066
H -0.954 2.123 6.259
O 4.088 0.560 -2.500
H 4.660 -0.098 -2.105
H 3.352 0.635 -1.893
O -2.837 3.513 4.077
H -3.549 3.184 4.625
H -2.058 3.059 4.398

30
Properties=species:S:1:pos:R:3 method="wB97M-V/def2-TZVPD" e_homo_ev=-8.9319 e_above_lowest_kcal_mol=17.1 smiles="C=CC(C)(C)[C@H](C(C)=O)N(C)P"
C 0.439 2.684 -1.431
C 0.125 2.204 -0.267
C -0.667 0.918 0.007
C -1.476 1.191 1.298
C -1.633 0.619 -1.135
C 0.293 -0.207 0.286
C 1.261 -0.481 -0.821
C 2.650 0.052 -0.574
O 0.999 -0.839 -1.954
N -0.449 -1.616 0.928
C -0.492 -2.749 -0.001
P -0.017 -1.787 2.533
H 0.886 3.703 -1.614
H 0.071 2.231 -2.266
H 0.785 2.504 0.569
H -2.061 0.289 1.476
H -0.697 1.407 2.100
H -2.188 1.883 1.144
H -2.249 -0.302 -0.790
H -2.468 1.347 -1.203
H -1.146 0.641 -2.193
H 0.800 0.106 1.154
H 2.478 1.218 -0.755
H 3.461 -0.384 -1.296
H 3.119 -0.167 0.424
H 0.249 -3.484 0.338
H -1.494 -3.006 -0.112
H -0.207 -2.468 -1.063
H 0.829 -2.912 2.412
H -1.200 -2.592 2.805

69
Properties=species:S:1:pos:R:3 method="wB97M-V/def2-TZVPD" e_homo_ev=-7.9992 e_above_lowest_kcal_mol=57.8 smiles=CC1(C)CCCC(C)(C)N1O.CC1(C)CCCC(C)(C)N1O.CCO
C -4.687 3.632 0.246
C -3.230 3.149 -0.046
C -3.158 1.579 0.245
C -3.033 3.457 -1.596
C -1.602 3.105 -2.010
C -0.680 4.047 -1.119
C -0.791 4.044 0.382
C -0.029 2.797 0.960
C -0.211 5.370 1.052
N -2.265 3.900 0.702
O -2.519 3.946 2.085
H -4.876 4.703 0.326
H -5.402 3.232 -0.473
H -4.970 3.295 1.243
H -4.076 1.022 0.055
H -2.532 1.108 -0.512
H -3.024 1.424 1.315
H -3.770 3.008 -2.261
H -3.270 4.500 -1.808
H -1.392 2.037 -1.945
H -1.576 3.456 -3.041
H -0.906 5.036 -1.518
H 0.347 3.732 -1.305
H -0.280 1.876 0.435
H -0.457 2.667 1.954
H 1.060 2.771 0.994
H 0.820 5.609 0.791
H -0.221 5.219 2.132
H -0.836 6.252 0.912
H -3.221 4.601 2.094
C 3.702 -4.455 0.541
C 2.815 -3.963 -0.713
C 3.900 -3.312 -1.780
C 2.061 -5.191 -1.321
C 0.984 -4.768 -2.310
C -0.045 -3.852 -1.601
C 0.695 -2.510 -1.224
C 1.029 -1.540 -2.499
C -0.354 -1.895 -0.251
N 1.843 -2.947 -0.384
O 2.375 -1.828 0.349
H 4.414 -5.168 0.124
H 4.193 -3.704 1.160
H 3.115 -5.044 1.246
H 4.532 -2.611 -1.234
H 4.382 -4.117 -2.333
H 3.518 -2.598 -2.510
H 2.956 -5.718 -1.651
H 1.685 -5.718 -0.444
H 1.187 -4.392 -3.313
H 0.555 -5.767 -2.389
H -0.661 -4.266 -0.803
H -0.859 -3.615 -2.286
H 1.535 -1.989 -3.354
H 1.580 -0.614 -2.335
H 0.074 -1.223 -2.919
H -1.307 -1.714 -0.748
H -0.005 -0.887 -0.026
H -0.564 -2.449 0.664
H 2.090 -2.023 1.245
C 1.782 0.088 3.325
C 0.536 -0.611 3.764
O 0.695 -1.673 4.678
H 2.451 -0.554 2.752
H 2.424 0.379 4.156
H 1.559 0.976 2.735
H 0.259 -1.092 2.826
H -0.288 0.041 4.054
H -0.056 -2.249 4.520